Record 1
{"formula": "C3H4N2O", "method": "ωB97M-V/def2-TZVPD", "elements": ["C", "C", "C", "N", "N", "O", "H", "H", "H", "H"], "xyz": [[0.7715, 0.5159, -0.0331], [-0.6346, 0.3328, -0.0685], [-1.7610, 1.0147, -0.0741], [0.9766, -0.8769, -0.0142], [-0.4118, -1.0641, -0.1624], [-3.2566, -0.5608, 0.0398], [1.5343, 1.2461, -0.4168], [-2.4863, 1.6969, -0.4028], [1.5266, -1.5697, -0.4936], [-0.8727, -1.6831, 0.4627]], "atomic_forces_ev_per_a": [[2.8, -1.3, -1.6], [0.7, 0.1, 0.4], [-3.5, -4.6, -0.4], [-2.0, 2.7, 0.3], [-0.5, -0.5, -0.5], [3.3, 3.2, -0.2], [-1.0, -0.7, 0.9], [-0.2, 1.2, 0.4], [0.9, 0.5, 0.0], [-0.6, -0.6, 0.7]], "nbo_charge": [0.090, -0.103, 0.107, -0.357, -0.368, -0.689, 0.230, 0.259, 0.426, 0.405], "mol_weight_g_mol": 84.08, "lumo_ev": [-1.827, -1.832], "energy_ev": -8192.810, "largest_force_ev_per_a": 5.8, "homo_lumo_gap_ev": [6.33, 6.30]}

***

Record 2
{"formula": "C3H4N2O", "method": "ωB97M-V/def2-TZVPD", "elements": ["N", "C", "O", "C", "C", "N", "H", "H", "H", "H"], "xyz": [[1.4372, 0.6473, 0.0342], [1.3155, -0.5777, 0.2664], [0.1068, -1.2383, 0.0499], [-0.7483, -0.8778, -0.8930], [-2.0583, 0.7511, 0.3209], [-3.1241, 0.4934, 0.6825], [2.3840, 0.9654, 0.2333], [2.0394, -1.2890, 0.6614], [-0.2664, -0.0169, -1.4289], [-1.0858, 1.1425, 0.0732]], "atomic_forces_ev_per_a": [[0.0, -0.5, 0.1], [0.2, 0.4, -0.1], [-0.2, -0.1, -0.2], [0.4, -0.2, -0.1], [-1.1, 0.3, 0.6], [1.0, 0.2, -0.3], [-0.1, 0.0, 0.0], [0.0, 0.1, 0.0], [0.0, -0.2, 0.0], [-0.1, 0.0, 0.0]], "nbo_charge": [-0.659, 0.391, -0.508, 0.150, 0.032, -0.275, 0.373, 0.175, 0.073, 0.247], "mol_weight_g_mol": 84.08, "lumo_ev": -0.311, "energy_ev": -8198.603, "largest_force_ev_per_a": 1.3, "homo_lumo_gap_ev": 8.94}

***

Record 3
{"formula": "C3H4N2O", "method": "ωB97M-V/def2-TZVPD", "elements": ["O", "C", "C", "N", "N", "C", "H", "H", "H", "H"], "xyz": [[1.8568, 0.0824, 0.1339], [0.5234, 0.2573, 0.1621], [-0.3755, -0.8624, 0.3491], [-1.6439, -0.7479, 0.1671], [-0.7760, 2.4795, -0.1711], [-0.0174, 1.5436, -0.3530], [2.0819, -0.8449, -0.0571], [0.1305, -1.7732, 0.7228], [-2.1225, -1.6080, 0.4569], [0.3842, 1.4340, -1.4047]], "atomic_forces_ev_per_a": [[0.2, 0.0, -0.2], [-1.5, -0.9, 0.9], [0.9, 0.7, 0.3], [-0.1, -0.3, 0.3], [-0.4, 0.3, 0.7], [1.4, -1.3, -1.7], [-0.2, 0.4, 0.2], [-0.2, 0.2, -0.2], [0.2, 0.3, -0.2], [-0.2, 0.8, 0.0]], "nbo_charge": [-0.638, 0.273, -0.026, -0.578, -0.138, -0.112, 0.491, 0.158, 0.340, 0.229], "mol_weight_g_mol": 84.08, "lumo_ev": [-0.722, -0.502], "energy_ev": -8199.130, "largest_force_ev_per_a": 2.5, "homo_lumo_gap_ev": [8.74, 7.64]}

***

Record 4
{"formula": "C3H4N2O", "method": "ωB97M-V/def2-TZVPD", "elements": ["C", "C", "C", "N", "N", "O", "H", "H", "H", "H"], "xyz": [[1.2383, -0.2500, 0.1494], [-1.1761, 0.8018, -0.1473], [-0.2917, -0.4798, 0.0398], [1.5199, 0.9530, 0.0420], [-0.7397, -1.6636, -0.0076], [-2.3610, 0.8279, 0.1304], [1.7309, -1.2322, 0.3111], [-0.6748, 1.7582, -0.4349], [2.5278, 1.2175, 0.0266], [-1.7735, -1.9328, -0.1095]], "atomic_forces_ev_per_a": [[-3.2, -1.8, 0.1], [-0.7, 0.5, 0.9], [-0.8, 0.0, -0.6], [2.4, 1.7, -0.3], [-0.6, -0.7, 0.2], [1.3, -0.6, -0.5], [0.6, 0.9, -0.2], [-0.1, -0.8, -0.1], [-0.8, -0.6, 0.3], [1.8, 1.6, 0.1]], "nbo_charge": [0.099, 0.363, 0.128, -0.601, -0.578, -0.497, 0.191, 0.156, 0.357, 0.381], "smiles": "[H]/N=C(C=O)/C=N/[H]", "mol_weight_g_mol": 84.08, "lumo_ev": -0.193, "energy_ev": -8201.419, "largest_force_ev_per_a": 3.7, "homo_lumo_gap_ev": 9.18}

***

Record 5
{"formula": "C3H4N2O", "method": "ωB97M-V/def2-TZVPD", "elements": ["O", "C", "C", "N", "C", "N", "H", "H", "H", "H"], "xyz": [[-1.7082, -0.8008, -0.1245], [-0.7611, -0.2304, -0.6260], [-0.4643, 1.2333, -0.4156], [0.5098, 1.2595, 0.4083], [0.8301, -0.1643, 0.6246], [0.5320, -0.8090, -0.6741], [-0.0840, -0.5579, 1.2131], [-1.0519, 2.1023, -0.6798], [1.8583, -0.3105, 0.9773], [0.4283, -1.8105, -0.5239]], "atomic_forces_ev_per_a": [[-0.4, 0.3, -1.6], [-0.7, -0.3, 0.5], [0.2, 0.2, 0.4], [-0.6, 0.1, -0.3], [-0.1, -0.3, 0.6], [-0.3, -0.3, -0.2], [2.4, 0.4, 0.9], [0.1, -0.1, -0.2], [-0.6, -0.1, 0.1], [0.0, 0.0, -0.1]], "nbo_charge": [-0.539, 0.607, 0.012, -0.334, -0.125, -0.632, 0.203, 0.215, 0.217, 0.377], "mol_weight_g_mol": 84.08, "lumo_ev": 0.486, "energy_ev": -8201.297, "largest_force_ev_per_a": 2.6, "homo_lumo_gap_ev": 10.61}

***

Record 6
{"formula": "C3H4N2O", "method": "ωB97M-V/def2-TZVPD", "elements": ["C", "C", "C", "H", "H", "H", "H", "N", "N", "O"], "xyz": [[0.7009, -0.1604, -0.0869], [-0.1258, 0.9311, -0.0678], [-1.4127, 0.4125, -0.0205], [2.3897, 0.5812, 0.2498], [0.2483, 1.9653, -0.0720], [-2.3675, 0.9597, 0.1005], [0.0561, -2.2376, 0.0350], [-1.4144, -0.9175, -0.0670], [-0.0913, -1.2449, -0.0145], [2.0166, -0.2895, -0.0565]], "atomic_forces_ev_per_a": [[-1.2, -0.5, 0.6], [1.2, 1.4, 0.0], [-1.5, -0.4, -0.1], [-0.4, -1.4, -0.5], [-0.5, -0.6, 0.0], [0.8, -0.5, -0.4], [0.8, 0.2, -0.1], [0.2, 0.8, 0.8], [-1.1, -0.3, -0.7], [1.8, 1.3, 0.5]], "nbo_charge": [0.447, -0.443, -0.037, 0.496, 0.224, 0.211, 0.418, -0.288, -0.377, -0.651], "smiles": "Oc1ccn[nH]1", "mol_weight_g_mol": 84.08, "lumo_ev": 0.591, "energy_ev": -8202.584, "largest_force_ev_per_a": 2.2, "homo_lumo_gap_ev": 9.32}

***

Record 7
{"formula": "C3H4N2O", "method": "ωB97M-V/def2-TZVPD", "elements": ["N", "C", "O", "C", "C", "N", "H", "H", "H", "H"], "xyz": [[2.3722, -0.1920, 0.1573], [1.1134, -0.1070, 0.0839], [0.3788, 0.7720, -0.6773], [-1.1123, 0.6993, -0.5946], [-1.4855, -0.3736, 0.3263], [-1.2427, -1.2350, 1.0614], [2.5434, -0.9616, 0.8212], [0.4671, -0.7634, 0.6507], [-1.5250, 0.5028, -1.5932], [-1.5094, 1.6585, -0.2356]], "atomic_forces_ev_per_a": [[-0.5, 0.4, -0.4], [-0.2, -0.5, 0.4], [-0.6, -0.1, 0.1], [1.0, 0.1, -0.1], [0.4, -0.8, 0.7], [-1.6, 0.5, -0.4], [0.1, 0.5, -0.4], [0.6, 0.0, 0.0], [0.4, 0.1, 0.2], [0.4, -0.2, -0.1]], "nbo_charge": [-0.659, 0.372, -0.486, -0.161, 0.254, -0.290, 0.350, 0.148, 0.236, 0.236], "smiles": "[H]/N=C/OCC#N", "mol_weight_g_mol": 84.08, "lumo_ev": 0.396, "energy_ev": -8201.342, "largest_force_ev_per_a": 1.7, "homo_lumo_gap_ev": 10.68}

***

Record 8
{"formula": "C3H4N2O", "method": "ωB97M-V/def2-TZVPD", "elements": ["N", "C", "O", "C", "C", "N", "H", "H", "H", "H"], "xyz": [[1.0625, -0.8223, -0.4031], [0.6731, 0.4734, -0.4476], [1.3079, 1.3774, -0.9495], [-0.6900, 0.7703, 0.2138], [-1.3018, -0.4391, 0.7613], [-1.6268, -1.4874, 1.1282], [1.9507, -1.0818, -0.8005], [0.4933, -1.5340, 0.0281], [-0.5259, 1.5112, 1.0024], [-1.3429, 1.2322, -0.5331]], "atomic_forces_ev_per_a": [[0.1, 0.1, -0.1], [0.1, 0.0, 0.0], [-0.2, -0.3, 0.1], [0.0, 0.0, 0.0], [-0.3, -0.9, 0.3], [0.1, 1.1, -0.3], [-0.1, 0.1, 0.0], [0.1, 0.1, -0.1], [0.0, -0.1, -0.1], [0.1, -0.1, 0.1]], "nbo_charge": [-0.817, 0.684, -0.596, -0.615, 0.282, -0.326, 0.412, 0.417, 0.279, 0.279], "smiles": "N#CCC(N)=O", "mol_weight_g_mol": 84.08, "lumo_ev": 0.724, "energy_ev": -8203.719, "largest_force_ev_per_a": 1.1, "homo_lumo_gap_ev": 11.21}